1.
{
  "formula": "C24H24IrN6O2S",
  "method": "ωB97M-V with the def2-TZVPD basis set",
  "orbital_gap_ev": [6.48, 3.59],
  "s2": 6.012,
  "charge": 3,
  "homo_energy_ev": [-16.067, -16.036],
  "spin_multiplicity": 5,
  "lumo_energy_ev": [-9.592, -12.450],
  "species": ["Ir", "C", "O", "C", "N", "C", "C", "C", "C", "C", "C", "C", "C", "C", "C", "C", "C", "N", "C", "N", "C", "C", "O", "C", "C", "C", "C", "C", "C", "H", "H", "H", "H", "H", "H", "H", "H", "H", "H", "H", "H", "H", "H", "H", "H", "H", "H", "H", "N", "N", "C", "N", "S", "H", "H", "H", "H", "H"],
  "coordinates": [[0.061504, -0.344719, 0.218832], [0.165501, -4.422530, -1.894077], [-0.203452, -4.594454, -0.478670], [-0.301309, -3.384582, 0.011580], [-0.175737, -2.378631, -0.768372], [-0.046594, -2.912356, -2.144479], [1.026510, -2.234981, -2.959724], [2.163195, -1.698406, -2.364442], [3.144968, -1.097705, -3.144286], [2.997812, -1.040941, -4.522776], [1.868623, -1.585144, -5.123843], [0.883549, -2.176322, -4.345466], [-0.609302, -3.185335, 1.442135], [-0.986934, -4.180411, 2.330454], [-1.320457, -3.803587, 3.623866], [-1.264901, -2.460229, 3.989412], [-0.866560, -1.548263, 3.031137], [-0.546370, -1.904691, 1.789796], [-0.709504, -0.098467, 3.256094], [-0.356037, 0.709274, 2.318783], [-0.137234, 2.013375, 2.960355], [-0.690609, 1.800824, 4.411613], [-0.883568, 0.368030, 4.471808], [-0.763948, 3.206845, 2.340544], [-0.367982, 4.483728, 2.860263], [-0.985308, 5.616504, 2.434487], [-2.017397, 5.517055, 1.457715], [-2.407168, 4.252709, 0.921983], [-1.785187, 3.120669, 1.346244], [-0.484236, -5.064417, -2.479455], [1.203579, -4.730769, -1.999486], [-1.013708, -2.753638, -2.633961], [2.316045, -1.789611, -1.293977], [4.038260, -0.704202, -2.676316], [3.771634, -0.594694, -5.133171], [1.760936, -1.560498, -6.199901], [0.004831, -2.598747, -4.820813], [-1.016370, -5.213683, 2.012796], [-1.624160, -4.549419, 4.346034], [-1.519534, -2.135120, 4.988549], [0.943683, 2.199493, 2.999692], [-1.657427, 2.271874, 4.583506], [0.009858, 2.083935, 5.191388], [0.420207, 4.535877, 3.602025], [-0.709595, 6.585955, 2.827144], [-2.514528, 6.417776, 1.118087], [-3.208608, 4.211957, 0.196820], [-2.073868, 2.144784, 0.979041], [-0.647571, 0.307444, -1.962586], [0.100744, 1.340497, -2.542174], [1.185956, 1.828792, -1.931492], [1.918326, 2.712408, -2.588359], [1.654488, 1.361640, -0.350730], [-0.482447, -0.538539, -2.508632], [-1.637011, 0.537974, -1.993223], [-0.105540, 1.586632, -3.502080], [1.722849, 2.993571, -3.538307], [2.757103, 3.075466, -2.161385]],
  "forces_ev_per_a": [[0.0, 0.5, 0.3], [0.0, 0.0, 0.0], [0.0, 0.8, 0.1], [-0.2, -1.2, 0.9], [0.3, 1.0, -0.2], [0.0, 0.0, -0.3], [0.0, 0.0, -0.1], [0.1, 0.0, 0.0], [0.0, 0.0, 0.1], [0.0, 0.0, -0.1], [0.0, 0.0, 0.0], [-0.1, 0.1, 0.0], [0.0, -0.3, -0.1], [0.1, 0.0, -0.2], [0.0, 0.1, 0.2], [0.0, -0.2, 0.0], [0.1, 0.4, 0.0], [0.1, 0.2, -0.2], [-0.2, -0.2, 0.9], [0.0, -0.5, -0.7], [0.5, 0.7, 0.6], [0.2, 0.2, -0.5], [0.0, -0.9, -0.6], [-0.8, 1.5, -0.9], [0.0, -2.4, -0.3], [-1.7, 0.6, -1.5], [0.4, -0.9, 0.2], [0.0, 2.5, 0.3], [1.8, -0.8, 1.7], [0.0, 0.0, 0.0], [0.0, 0.0, 0.0], [0.0, -0.1, 0.0], [0.0, 0.0, 0.0], [0.0, 0.0, 0.0], [0.0, 0.0, 0.0], [0.0, 0.0, 0.0], [0.0, 0.0, 0.0], [0.0, 0.0, 0.0], [0.0, 0.0, 0.0], [0.0, 0.0, 0.0], [-0.1, -0.2, 0.1], [0.0, 0.0, -0.1], [0.0, 0.0, 0.0], [0.0, 0.0, 0.0], [0.0, 0.0, 0.0], [0.0, -0.1, 0.0], [0.0, 0.0, 0.0], [-0.1, -0.1, 0.0], [0.1, 0.0, 0.2], [0.1, 0.0, 0.4], [-0.2, 0.4, -1.3], [-0.1, -0.5, 0.6], [-0.3, -0.7, 0.9], [0.0, -0.1, -0.1], [-0.1, 0.2, 0.0], [0.0, 0.0, -0.1], [0.0, 0.1, -0.1], [0.1, 0.1, 0.0]],
  "lowdin_spin": [2.8115, 0.0057, 0.0233, 0.0253, 0.1414, 0.0129, 0.0027, 0.0048, 0.0023, -0.0001, 0.0019, -0.0002, 0.0105, 0.0073, 0.0087, 0.0061, 0.0132, 0.1008, 0.0223, 0.1597, 0.0107, 0.0087, 0.0194, 0.0036, 0.0021, 0.0008, 0.0037, 0.0010, 0.0016, 0.0009, 0.0006, 0.0012, 0.0013, 0.0003, 0.0000, 0.0001, 0.0000, 0.0009, 0.0002, 0.0009, 0.0008, 0.0006, 0.0009, 0.0000, 0.0000, 0.0002, 0.0000, -0.0006, 0.1197, 0.0169, 0.0570, 0.0349, 0.3406, 0.0025, 0.0026, 0.0021, 0.0016, 0.0020]
}

2.
{
  "formula": "C24H24N2O2",
  "method": "ωB97M-V with the def2-TZVPD basis set",
  "e_above_lowest_kcal_mol": 111.2,
  "orbital_gap_ev": 5.36,
  "charge": 0,
  "homo_energy_ev": -5.613,
  "spin_multiplicity": 1,
  "lumo_energy_ev": -0.256,
  "species": ["C", "C", "C", "C", "C", "C", "C", "O", "C", "C", "H", "H", "H", "H", "H", "H", "H", "H", "C", "N", "C", "C", "C", "C", "N", "C", "C", "C", "C", "C", "C", "C", "C", "O", "C", "C", "H", "H", "H", "H", "H", "H", "H", "H", "H", "H", "H", "H", "H", "H", "H", "H"],
  "coordinates": [[-3.123317, 0.293310, 3.722889], [-2.483222, -0.924509, 3.508741], [-1.133695, -0.958453, 3.112948], [-0.423601, 0.230238, 2.880378], [0.997349, 0.226047, 2.291972], [1.822806, -0.945478, 2.339548], [3.290308, -0.864983, 2.089796], [1.416034, 1.291328, 1.770087], [-1.072002, 1.454765, 3.147340], [-2.409421, 1.483796, 3.557253], [-4.178705, 0.329359, 4.008737], [-3.033064, -1.859132, 3.613474], [-0.627886, -1.908369, 2.950575], [1.548514, -1.731349, 3.043348], [3.657171, -1.179374, 3.087277], [3.560723, 0.199467, 1.966519], [-0.531104, 2.390890, 3.010225], [-2.894389, 2.443702, 3.713464], [2.906677, -1.203433, -5.413642], [2.179138, -1.755356, -4.295432], [0.769530, -1.955184, -4.561948], [2.705050, -1.836173, -3.042706], [3.929243, -1.216355, -2.692444], [4.307123, -1.135199, -1.373597], [3.595815, -1.669048, -0.350392], [4.045481, -1.704624, 1.105163], [5.507286, -1.259493, 1.258296], [6.321170, -1.870393, 2.348224], [7.382818, -1.094224, 2.859061], [8.157100, -1.576488, 3.906560], [7.947230, -2.875572, 4.401130], [6.952590, -3.688090, 3.820164], [6.162037, -3.195296, 2.787509], [6.003883, -0.349600, 0.594009], [2.465519, -2.369722, -0.674897], [2.017499, -2.479435, -1.967622], [3.960317, -1.493004, -5.396620], [2.445928, -1.585908, -6.328596], [2.853566, -0.106535, -5.454264], [0.261044, -2.413804, -3.710035], [0.279005, -0.996813, -4.802949], [0.676235, -2.601077, -5.445210], [4.579842, -0.767011, -3.441509], [5.266408, -0.690135, -1.128677], [3.942789, -2.755048, 1.387926], [7.591532, -0.125150, 2.413147], [8.935073, -0.943174, 4.347105], [8.519537, -3.246143, 5.249276], [6.794911, -4.716750, 4.177994], [5.438203, -3.834503, 2.265381], [2.036896, -2.912206, 0.168024], [1.130437, -3.092580, -2.136381]],
  "forces_ev_per_a": [[0.0, 0.2, 0.0], [0.5, 0.0, -0.1], [-0.4, 0.5, 0.0], [0.0, -0.1, 0.1], [1.4, -0.4, -0.4], [-1.7, 0.0, -0.2], [-0.8, 1.7, 1.9], [-0.5, 0.0, 0.2], [-0.1, -0.3, -0.1], [0.4, -0.3, -0.1], [0.4, -0.1, -0.1], [0.1, 0.2, 0.1], [-0.2, 0.2, -0.1], [-0.2, 0.0, -0.2], [0.8, 0.1, -0.5], [-0.1, -0.3, -0.1], [0.0, -0.3, -0.1], [0.0, -0.1, 0.1], [0.3, 0.3, -0.2], [0.3, -0.3, 0.7], [-0.3, -0.2, -0.2], [-0.6, 0.5, 0.1], [-0.2, -0.2, 0.1], [0.5, -0.2, -0.3], [-0.2, -0.2, -0.2], [0.9, -0.6, -1.4], [0.7, 0.7, -0.6], [0.8, -0.2, 0.1], [-0.3, -0.3, 0.1], [0.1, -0.4, 0.2], [-0.8, 0.1, -0.4], [0.4, -0.1, 0.3], [-0.2, 0.4, -0.3], [-0.7, -0.9, 0.9], [0.6, -0.1, 0.3], [-0.1, 0.0, 0.1], [-0.2, -0.1, 0.0], [0.2, 0.0, 0.1], [0.0, -0.1, 0.1], [0.1, 0.2, -0.4], [0.2, -0.2, 0.2], [-0.2, 0.0, 0.3], [-0.2, -0.1, 0.3], [-0.5, 0.1, 0.1], [0.0, 0.1, -0.1], [-0.2, -0.1, 0.2], [-0.3, -0.3, -0.2], [0.0, 0.1, -0.2], [0.2, 0.6, -0.2], [0.3, 0.2, 0.5], [-0.2, 0.4, -0.4], [0.4, 0.3, 0.1]],
  "nbo_charge": [-0.2353, -0.2178, -0.2356, -0.0033, 0.4258, -0.5747, -0.4673, -0.7397, -0.2176, -0.2230, 0.2043, 0.2006, 0.2112, 0.1729, 0.2224, 0.2464, 0.2333, 0.2047, -0.4128, -0.3799, -0.4030, 0.2943, -0.3317, 0.1148, -0.3099, -0.1042, 0.6051, -0.1781, -0.1425, -0.2155, -0.1792, -0.2201, -0.1694, -0.5636, 0.1208, -0.3211, 0.2139, 0.2154, 0.2047, 0.2195, 0.2082, 0.2038, 0.2383, 0.2718, 0.2109, 0.2396, 0.2223, 0.2206, 0.2218, 0.2104, 0.2500, 0.2377]
}

Number 1: energy -51958.757 eV. Number 2: energy -32349.655 eV.